(1)
{"formula": "C5H11NO2", "method": "wB97M-V/def2-TZVPD", "elements": ["C", "C", "C", "O", "O", "N", "C", "C", "H", "H", "H", "H", "H", "H", "H", "H", "H", "H", "H"], "coordinates": [[0.449, 0.955, -1.232], [-0.346, -0.297, -0.634], [-1.797, 0.034, -0.608], [-2.703, 0.506, 0.118], [-2.254, -0.552, -1.781], [0.144, -0.528, 0.725], [0.275, 0.537, 1.724], [1.560, -1.206, 0.644], [1.536, 0.852, -0.852], [-0.230, 2.011, -1.086], [0.555, 1.030, -2.396], [-0.072, -1.253, -1.094], [-3.168, -0.708, -1.787], [-0.663, 1.117, 1.958], [0.300, 0.082, 2.690], [0.974, 1.411, 1.496], [2.246, -0.490, 0.186], [2.096, -1.344, 1.608], [1.099, -2.155, 0.321]], "forces_ev_per_angstrom": [[-0.86, 1.65, -2.11], [2.77, 2.49, 1.90], [-5.72, -1.20, -0.46], [4.24, -0.77, -1.14], [2.91, 0.24, -0.24], [2.24, -0.05, 2.09], [-2.08, 2.32, -0.66], [-2.80, 0.66, 1.17], [-2.01, 1.06, -0.39], [2.45, -2.83, 0.43], [-0.33, -0.80, 1.99], [-0.83, 0.56, -0.66], [-2.27, 0.25, 0.35], [0.18, -0.59, -1.17], [1.35, -0.43, 0.61], [-0.08, -1.51, 0.44], [0.08, -0.92, -1.24], [-1.24, -0.05, -0.05], [2.02, -0.06, -0.87]], "e_homo_ev": -8.802, "e_tot_ha": -402.24205, "orbital_gap_ev": 9.5778}



(2)
{"formula": "C3H7NO", "method": "wB97M-V/def2-TZVPD", "elements": ["C", "C", "C", "O", "N", "H", "H", "H", "H", "H", "H", "H"], "coordinates": [[0.309, 0.005, 0.772], [-0.990, 0.359, 0.628], [-1.979, -0.080, -0.463], [-3.224, 0.269, -0.300], [2.567, -0.111, -0.511], [0.690, -0.163, 1.765], [1.156, -0.011, 0.080], [-1.490, 1.027, 1.404], [-1.505, 0.361, -1.405], [-1.752, -1.228, -0.562], [2.974, 0.276, -1.269], [3.245, -0.703, -0.138]], "forces_ev_per_angstrom": [[-1.91, 0.62, 0.72], [-0.39, 0.83, 0.55], [-0.76, -0.85, 1.26], [1.37, -0.46, -0.66], [-2.56, 0.40, 2.83], [0.04, -0.06, 0.55], [1.09, -0.54, -1.61], [0.60, -0.91, -0.91], [0.29, -0.03, 0.46], [-0.41, 1.18, -0.42], [1.37, 1.49, -3.69], [1.27, -1.67, 0.90]], "e_homo_ev": -8.069, "e_tot_ha": -248.15336, "orbital_gap_ev": 4.1218}



(3)
{"formula": "C21H53B2BrN11O7", "method": "wB97M-V/def2-TZVPD", "elements": ["C", "C", "C", "Br", "N", "C", "N", "B", "O", "N", "C", "C", "N", "B", "O", "O", "C", "C", "C", "C", "C", "N", "C", "C", "C", "C", "C", "C", "C", "O", "H", "H", "H", "H", "H", "H", "H", "H", "H", "H", "H", "H", "H", "H", "H", "H", "H", "H", "H", "H", "H", "H", "H", "H", "H", "H", "H", "H", "H", "H", "H", "H", "H", "H", "H", "H", "H", "H", "H", "H", "H", "C", "O", "N", "N", "H", "H", "H", "H", "C", "O", "N", "N", "H", "H", "H", "H", "C", "O", "N", "N", "H", "H", "H", "H"], "coordinates": [[1.059, 1.478, 3.356], [1.029, 1.327, 1.726], [-0.499, 1.525, 1.068], [-0.737, 3.395, 0.282], [-0.979, 0.421, 0.230], [-0.584, -0.033, -1.073], [0.357, 0.091, -2.044], [1.480, 1.057, -1.769], [1.244, 2.469, -2.244], [2.825, 0.799, -1.140], [3.905, 1.442, -1.980], [3.098, -0.634, -0.794], [-1.725, -0.976, -1.533], [-1.081, -2.271, -1.121], [-1.421, -3.483, -1.947], [-0.103, -2.499, -0.041], [0.745, -3.675, -0.290], [-3.022, -0.507, -0.926], [-3.260, 0.920, -1.784], [-2.864, 0.846, -3.357], [-3.419, -0.402, -4.231], [-4.850, -0.230, -4.708], [-4.450, -1.224, -1.099], [-4.523, -2.814, -1.445], [-5.541, -1.012, 0.151], [-5.855, 0.551, 0.505], [-2.439, 0.008, 0.535], [-2.757, -0.707, 1.937], [-2.752, -2.320, 2.046], [-1.493, -2.897, 2.626], [0.416, 2.373, 3.749], [2.207, 1.590, 3.664], [0.735, 0.424, 3.802], [1.794, 2.056, 1.182], [1.351, 0.221, 1.476], [-1.192, 1.582, 2.042], [0.346, -0.362, -3.005], [0.345, 2.510, -2.729], [4.195, 2.507, -1.528], [4.907, 0.843, -2.054], [3.573, 1.665, -3.103], [3.212, -0.684, 0.393], [2.315, -1.420, -1.158], [4.153, -1.014, -1.203], [-0.872, -3.317, -2.793], [1.521, -3.723, 0.612], [1.401, -3.518, -1.261], [0.176, -4.705, -0.270], [-2.613, 1.815, -1.326], [-4.366, 1.313, -1.710], [-3.266, 1.848, -3.867], [-1.682, 0.889, -3.516], [-2.752, -0.531, -5.212], [-3.288, -1.409, -3.634], [-4.852, -0.541, -5.708], [-5.519, -0.804, -4.149], [-5.032, -0.714, -2.012], [-4.374, -3.002, -2.613], [-3.804, -3.513, -0.851], [-5.627, -3.206, -1.217], [-6.558, -1.469, -0.278], [-5.284, -1.652, 1.096], [-6.843, 0.554, 1.174], [-6.144, 1.208, -0.448], [-5.038, 1.089, 1.167], [-2.910, 1.094, 0.697], [-2.012, -0.297, 2.775], [-3.833, -0.335, 2.299], [-3.593, -2.618, 2.841], [-3.009, -2.922, 1.081], [-1.729, -3.890, 2.689], [5.028, 5.518, -2.816], [5.197, 4.427, -3.335], [6.028, 6.401, -2.636], [3.827, 5.937, -2.377], [5.908, 7.304, -2.210], [6.948, 6.125, -2.952], [3.048, 5.303, -2.494], [3.668, 6.833, -1.947], [0.754, -0.006, 7.069], [1.455, 0.734, 6.397], [0.247, 0.357, 8.261], [0.424, -1.250, 6.677], [-0.332, -0.238, 8.829], [0.471, 1.286, 8.593], [0.785, -1.562, 5.785], [-0.152, -1.874, 7.216], [6.966, -1.722, 0.273], [6.045, -1.102, -0.235], [8.045, -2.122, -0.424], [6.985, -2.060, 1.575], [8.813, -2.634, -0.023], [8.071, -1.888, -1.408], [6.192, -1.778, 2.135], [7.734, -2.570, 2.011]], "forces_ev_per_angstrom": [[0.78, -0.96, -0.56], [0.28, -0.11, -0.81], [1.15, 0.22, 3.12], [0.04, -1.38, 0.37], [0.63, -0.50, -2.80], [-4.65, -1.51, -0.13], [0.04, 0.81, 2.62], [2.90, 3.87, -0.09], [-1.58, -3.75, -0.15], [-2.46, -1.38, -3.25], [1.59, 2.37, -0.93], [1.57, -1.37, 1.33], [3.14, -0.41, 1.87], [0.36, -3.76, 0.03], [2.23, 3.14, -0.20], [-1.85, 0.13, -3.45], [1.79, -0.96, 1.08], [0.27, 3.65, -0.10], [0.08, 1.31, -0.14], [0.34, 0.71, -0.91], [0.72, -0.78, -0.24], [1.03, -0.80, -0.11], [-1.99, -1.43, -0.03], [-0.63, -0.68, -0.72], [-0.39, 0.38, -0.82], [-1.25, 0.10, 0.76], [-2.03, 2.28, 0.14], [0.37, -0.30, 1.06], [-0.83, -1.06, 1.26], [-2.18, -1.11, -0.87], [1.30, -1.80, -0.68], [-2.71, -0.03, -0.55], [0.40, 2.56, -0.72], [-1.76, -1.56, 1.20], [-0.62, 2.17, 0.36], [1.35, -0.30, -2.54], [-0.87, 0.46, 2.06], [2.12, 0.02, 1.22], [-0.65, -2.35, -1.03], [-2.16, 0.80, 0.55], [0.59, -0.51, 2.47], [-0.37, -0.24, -2.56], [1.05, 1.66, 0.74], [-2.45, 1.13, 0.89], [-1.57, -0.67, 1.62], [-1.74, 0.29, -1.92], [-1.56, -0.51, 1.83], [0.93, 2.33, -0.37], [-1.22, -2.00, -0.88], [2.19, -1.09, 0.02], [0.78, -2.19, 1.12], [-2.51, -0.16, 0.52], [-1.29, 0.49, 2.23], [-0.11, 1.98, -1.07], [-0.47, 0.30, 1.48], [0.88, 0.55, -0.90], [1.67, -0.96, 2.04], [-0.04, 0.35, 2.64], [-1.18, 1.43, -1.15], [2.42, 0.98, -0.44], [2.30, 1.02, 0.91], [-0.30, 1.31, -1.76], [2.16, 0.02, -1.39], [0.90, -1.57, 2.06], [-1.55, -1.07, -1.61], [0.78, -2.36, -0.43], [-1.46, -0.94, -1.87], [2.43, -0.82, -1.08], [1.52, 0.83, -1.81], [0.46, 1.51, 1.39], [0.78, 2.36, -0.05], [0.18, -0.59, -0.32], [-0.02, -0.16, -0.02], [1.32, 0.60, 0.00], [-1.50, 0.04, 0.35], [0.02, -0.18, -0.09], [-0.35, 0.14, 0.13], [0.27, 0.24, 0.06], [0.05, -0.17, -0.09], [0.41, 0.51, -0.23], [0.05, 0.04, -0.11], [-0.33, 0.78, 1.12], [-0.15, -1.28, -0.87], [0.13, 0.11, -0.10], [-0.09, -0.37, -0.09], [-0.15, 0.06, 0.38], [0.12, 0.12, -0.10], [-0.08, 0.12, -0.16], [-0.17, 0.15, -0.10], [0.78, -0.18, -1.06], [-0.48, -0.12, 1.30], [-0.14, 0.11, -0.07], [0.05, -0.10, 0.38], [0.36, -0.11, -0.17], [-0.13, 0.11, -0.09]], "e_homo_ev": -11.296, "e_tot_ha": -4584.40024, "total_charge": 1, "orbital_gap_ev": 8.3705}



(4)
{"formula": "C5H10ClNO4", "method": "wB97M-V/def2-TZVPD", "elements": ["N", "C", "C", "C", "C", "O", "O", "C", "O", "O", "H", "H", "H", "H", "H", "H", "H", "H", "H", "Cl", "H"], "coordinates": [[-1.561, 1.240, -0.317], [-0.578, 0.491, 0.459], [0.769, 0.440, -0.261], [0.653, -0.159, -1.657], [0.321, -1.641, -1.639], [0.206, -2.311, -0.646], [0.157, -2.206, -2.857], [-0.388, 0.991, 1.887], [0.650, 1.001, 2.504], [-1.549, 1.421, 2.427], [-2.475, 1.156, 0.116], [-1.330, 2.229, -0.302], [-0.946, -0.539, 0.551], [1.176, 1.457, -0.339], [1.470, -0.137, 0.345], [-0.130, 0.364, -2.218], [1.596, -0.031, -2.207], [0.264, -1.537, -3.547], [-1.337, 1.681, 3.340], [1.052, -1.516, 2.230], [1.979, -2.394, 2.133]], "forces_ev_per_angstrom": [[-0.12, 0.11, 0.17], [0.11, -0.12, -0.07], [0.14, 0.11, -0.06], [0.00, 0.02, 0.01], [-0.01, -0.08, 0.42], [0.03, 0.23, -0.60], [0.01, 0.07, -0.15], [0.25, 0.27, 0.07], [-0.69, 0.83, -0.25], [0.08, -0.01, 0.23], [0.10, 0.01, -0.11], [-0.02, -0.04, -0.05], [0.03, 0.12, 0.02], [-0.08, -0.09, -0.01], [-0.14, 0.24, -0.27], [0.08, -0.09, -0.01], [-0.14, -0.04, 0.08], [-0.02, -0.11, 0.10], [-0.08, -0.03, -0.14], [0.67, -1.18, 0.70], [-0.20, -0.23, -0.08]], "e_homo_ev": -9.663, "e_tot_ha": -1012.45830, "orbital_gap_ev": 10.2330}



What did the second record say?
{"formula": "C3H7NO", "method": "wB97M-V/def2-TZVPD", "elements": ["C", "C", "C", "O", "N", "H", "H", "H", "H", "H", "H", "H"], "coordinates": [[0.309, 0.005, 0.772], [-0.990, 0.359, 0.628], [-1.979, -0.080, -0.463], [-3.224, 0.269, -0.300], [2.567, -0.111, -0.511], [0.690, -0.163, 1.765], [1.156, -0.011, 0.080], [-1.490, 1.027, 1.404], [-1.505, 0.361, -1.405], [-1.752, -1.228, -0.562], [2.974, 0.276, -1.269], [3.245, -0.703, -0.138]], "forces_ev_per_angstrom": [[-1.91, 0.62, 0.72], [-0.39, 0.83, 0.55], [-0.76, -0.85, 1.26], [1.37, -0.46, -0.66], [-2.56, 0.40, 2.83], [0.04, -0.06, 0.55], [1.09, -0.54, -1.61], [0.60, -0.91, -0.91], [0.29, -0.03, 0.46], [-0.41, 1.18, -0.42], [1.37, 1.49, -3.69], [1.27, -1.67, 0.90]], "e_homo_ev": -8.069, "e_tot_ha": -248.15336, "orbital_gap_ev": 4.1218}